{"formula": "C4H5ClN2O3", "method": "ωB97M-V/def2-TZVPD", "e_homo_ev": -9.5290, "max_force_ev_per_a": 4.26, "total_energy_ev": -25868.080, "relative_energy_kcal_mol": 32.7, "multiplicity": 1, "smiles": "CN1O[N+]([O-])=C[C@@H]1C(=O)Cl", "lumo_energy_ev": 0.4, "symbols": ["Cl", "O", "O", "O", "N", "N", "C", "C", "C", "C", "H", "H", "H", "H", "H"], "xyz": [[-2.45340, -1.85053, 0.15418], [1.30657, 2.95872, 0.02910], [0.77019, 1.04749, 1.17808], [-2.66681, 0.52963, -0.84249], [0.80757, 1.87696, -0.03860], [0.15268, -0.16206, 0.80656], [-1.86526, -0.22926, -0.46167], [0.93521, -1.34726, 0.91453], [-0.39739, -0.03145, -0.61229], [0.06437, 1.34112, -0.94068], [0.29893, -2.07086, 0.54728], [-0.01483, 1.79241, -2.01047], [-0.01163, -0.76690, -1.21814], [1.94989, -1.58138, 0.47765], [1.12391, -1.50662, 2.01697]], "forces_ev_per_a": [[0.72, 0.61, -0.10], [0.99, 0.62, 0.52], [0.56, 0.14, -0.51], [-0.90, 0.89, -0.06], [-1.30, -0.34, 0.13], [-0.61, 0.12, -1.52], [-1.01, -0.72, -0.73], [2.92, -0.04, 3.00], [0.49, 1.99, 3.73], [-0.55, -0.18, -3.56], [-1.34, -1.88, -0.39], [0.24, -0.63, 2.50], [0.97, -1.78, -1.56], [-0.76, 1.33, -0.40], [-0.41, -0.15, -1.07]], "nbo_charge": [-0.11, -0.38, -0.23, -0.46, 0.38, -0.13, 0.60, -0.44, -0.22, -0.10, 0.22, 0.25, 0.23, 0.19, 0.22]}

---

{"formula": "C6H8BrNO", "method": "ωB97M-V/def2-TZVPD", "e_homo_ev": -8.3818, "max_force_ev_per_a": 3.92, "total_energy_ev": -79929.639, "relative_energy_kcal_mol": 11.3, "multiplicity": 1, "smiles": "CC1(C)OC=CN=C1Br", "lumo_energy_ev": 0.6, "symbols": ["Br", "O", "N", "C", "C", "C", "C", "C", "C", "H", "H", "H", "H", "H", "H", "H", "H"], "xyz": [[-0.48452, 0.65001, -3.01961], [-0.59227, -0.08585, 1.11216], [-2.19126, 0.72988, -1.05097], [-1.82606, 0.44874, 1.26980], [0.04853, 0.02834, -0.21621], [-0.95701, 0.53590, -1.22828], [0.46626, -1.36121, -0.76617], [-2.61309, 0.72458, 0.24146], [1.16444, 1.03709, -0.21120], [0.20704, -1.66270, -1.76185], [1.85043, 0.86571, 0.56244], [1.78462, 0.93152, -1.02750], [-0.04765, -2.08114, -0.22880], [-1.96783, 0.50176, 2.35704], [1.52083, -1.59946, -0.61108], [0.95604, 2.08765, -0.36852], [-3.64769, 1.10261, 0.48779]], "forces_ev_per_a": [[0.87, 0.23, -1.10], [1.49, 0.03, -1.41], [0.69, 0.21, -0.81], [0.79, -0.82, 0.90], [-0.69, 0.34, -1.35], [-1.81, -0.61, 0.07], [1.24, 0.32, 0.93], [-2.66, 1.20, 2.63], [-0.16, 0.36, 0.36], [-0.03, 0.84, -0.78], [0.64, 0.01, 1.70], [1.19, -1.03, -2.28], [-1.12, -1.40, 1.59], [-0.81, 0.16, -0.71], [0.04, 0.34, -0.03], [-0.92, 0.29, 0.90], [1.27, -0.47, -0.61]], "nbo_charge": [0.08, -0.49, -0.44, 0.14, 0.17, 0.21, -0.64, -0.17, -0.65, 0.24, 0.23, 0.23, 0.23, 0.21, 0.22, 0.23, 0.21]}

---

{"formula": "C31H41N6NiOSSb", "method": "ωB97M-V/def2-TZVPD", "s2": 2.01, "e_homo_ev": [-11.9400, -11.9399], "max_force_ev_per_a": 3.43, "total_energy_ev": -102203.032, "relative_energy_kcal_mol": 5.4, "multiplicity": 3, "charge": 2, "lumo_energy_ev": [-5.9, -6.5], "symbols": ["Sb", "Ni", "S", "O", "N", "N", "N", "N", "N", "N", "C", "C", "C", "C", "C", "C", "C", "C", "C", "C", "C", "C", "C", "C", "C", "C", "C", "C", "C", "C", "C", "C", "C", "C", "C", "C", "C", "C", "C", "C", "C", "H", "H", "H", "H", "H", "H", "H", "H", "H", "H", "H", "H", "H", "H", "H", "H", "H", "H", "H", "H", "H", "H", "H", "H", "H", "H", "H", "H", "H", "H", "H", "H", "H", "H", "H", "H", "H", "H", "H", "H", "H"], "xyz": [[8.02541, 19.64195, 11.12720], [10.00774, 18.48554, 12.47508], [12.07974, 19.43703, 12.04322], [7.58478, 6.30942, 15.94248], [8.96777, 17.60522, 14.01146], [11.78333, 22.06095, 12.36465], [12.79296, 21.25051, 10.43449], [9.95031, 16.62483, 11.64603], [7.89480, 12.84697, 15.03496], [8.69395, 12.03397, 13.17436], [7.32586, 18.93231, 9.23491], [12.16035, 21.08944, 11.55995], [6.39718, 19.60783, 12.48934], [10.50607, 16.16156, 10.51324], [9.41485, 15.75445, 12.55866], [13.02062, 22.46588, 9.57626], [8.17251, 21.74723, 10.74035], [9.45482, 14.32786, 12.27624], [8.41898, 18.12079, 15.07857], [8.28432, 15.37960, 14.74004], [6.42060, 5.94849, 16.61719], [11.87752, 23.54570, 12.17614], [8.85600, 9.30471, 14.42577], [8.88108, 16.22820, 13.76761], [11.79119, 24.19529, 13.51848], [6.76251, 9.83952, 15.39910], [10.14715, 13.91655, 11.14700], [10.65720, 14.77508, 10.24149], [7.77428, 15.94771, 15.92030], [8.29311, 13.97983, 14.41723], [7.91240, 10.28834, 14.72586], [7.74861, 17.34667, 16.04873], [14.36470, 23.11915, 9.76805], [5.07582, 20.12847, 11.80163], [7.61214, 7.56633, 15.44612], [8.36475, 22.59323, 12.01476], [8.40742, 19.23234, 8.17893], [8.11458, 11.73775, 14.30233], [6.59915, 8.51402, 15.71425], [8.73820, 7.98228, 14.80939], [8.86269, 13.45088, 13.28881], [11.24107, 21.83371, 13.16159], [14.48588, 23.92964, 9.00372], [8.74208, 23.63725, 11.81926], [9.66114, 9.58690, 13.76992], [9.60916, 7.32170, 14.74948], [10.28983, 12.84182, 10.93301], [8.70491, 20.29054, 8.32853], [11.28459, 14.43457, 9.38673], [7.14478, 17.86378, 9.36043], [14.54169, 23.65825, 10.69956], [10.79402, 23.96101, 14.00898], [6.26102, 6.61537, 17.52370], [4.23547, 19.70305, 12.45689], [7.33911, 17.95967, 16.88398], [8.50231, 19.22786, 15.16586], [5.49486, 5.97305, 16.00588], [15.24832, 22.50373, 9.63649], [5.08121, 19.76047, 10.73484], [9.04188, 22.18267, 12.71864], [6.59014, 5.00178, 16.93053], [6.43959, 19.43201, 9.03616], [12.50386, 23.87731, 14.23756], [12.90911, 22.05516, 8.59171], [13.15849, 20.39367, 9.99234], [7.52771, 12.81241, 15.96390], [8.89836, 21.96230, 9.93192], [6.23350, 18.51164, 12.41199], [7.97018, 19.09460, 7.17058], [5.65690, 8.16482, 16.18378], [7.23649, 22.04094, 10.28172], [7.17862, 15.44180, 16.69600], [11.08314, 23.96729, 11.56224], [12.15920, 23.07461, 9.69774], [5.89494, 10.50020, 15.43395], [11.94218, 25.29291, 13.40220], [10.85903, 16.94954, 9.88741], [9.21984, 18.57139, 8.33642], [12.77457, 23.68825, 11.67663], [5.08380, 21.18600, 11.74202], [7.43141, 22.73939, 12.48584], [6.63166, 19.97317, 13.49719]], "forces_ev_per_a": [[0.81, 0.76, 0.53], [0.02, 0.17, -0.46], [-0.47, -1.05, 0.65], [0.22, 0.68, -1.07], [0.28, -1.57, -1.38], [-0.57, 1.62, -0.79], [1.09, 0.39, -2.15], [-0.06, -0.49, 0.15], [-1.81, -0.14, 2.91], [0.90, 2.83, -0.13], [1.86, -1.04, 0.62], [0.12, -0.31, 0.69], [-1.15, -0.94, -1.72], [-0.37, -0.34, 1.21], [0.93, -2.49, -2.10], [0.28, -1.48, 0.80], [0.44, 0.52, -0.34], [-0.71, 1.26, 2.00], [-0.23, 0.73, 0.40], [0.44, -0.60, -0.33], [-1.54, 2.82, 0.63], [-1.07, -1.23, 0.61], [0.17, 0.82, -0.77], [-0.74, 1.82, 2.04], [-1.34, 1.03, 0.61], [-0.27, 0.74, -1.03], [-0.09, -2.34, -0.44], [0.96, 1.94, -0.77], [-1.52, 2.15, 0.61], [0.78, -0.38, -0.61], [-0.58, 0.45, 0.36], [0.76, 0.14, 0.04], [0.64, 1.78, -0.79], [0.53, -1.76, 0.83], [-0.99, 0.26, 1.58], [0.61, 1.23, -1.53], [-1.61, 0.99, 0.20], [0.58, -2.27, -0.35], [-0.83, -1.03, 0.44], [1.48, 0.31, -0.25], [0.58, -0.59, -3.21], [-0.26, -0.70, 0.63], [-0.26, -0.68, 0.40], [-0.35, -1.02, -0.16], [0.55, 0.11, 0.23], [-0.52, 0.08, -0.40], [-0.29, 0.57, 0.50], [0.15, -0.62, -0.56], [-0.86, 0.37, 0.68], [-0.15, 0.06, -0.19], [-0.43, -0.26, 0.25], [0.89, 0.62, -0.71], [0.14, -0.76, -0.93], [0.82, 0.93, -1.47], [0.13, -1.21, -0.52], [-0.13, -0.96, 0.12], [0.60, 0.07, 0.06], [-0.24, -0.60, -0.11], [-0.54, 0.10, 1.27], [0.68, -0.65, 0.74], [0.32, -2.98, 1.06], [-1.77, 0.86, -0.41], [1.01, -0.51, 0.38], [0.25, -0.03, -0.69], [-0.49, 0.62, 0.69], [-0.24, -0.13, 0.39], [0.02, -0.25, 0.66], [0.25, 0.33, 1.10], [0.47, 0.12, 0.49], [0.79, 0.53, -0.45], [-0.42, -0.07, -0.07], [0.73, -0.40, -0.56], [-0.20, -0.44, -0.23], [-0.42, 0.95, 0.21], [0.22, -0.03, 0.54], [-0.48, -0.73, 0.17], [0.39, 0.18, -0.58], [1.03, -0.47, -0.12], [1.71, 0.71, -0.59], [-0.41, 1.10, 0.18], [-1.08, 0.01, 0.71], [-0.17, -0.24, -0.40]], "mulliken_spin": [0.13, 1.62, 0.07, 0.00, 0.07, 0.01, 0.01, 0.06, 0.00, 0.00, 0.02, 0.01, 0.01, 0.01, -0.01, 0.00, 0.01, 0.01, -0.01, 0.01, 0.00, 0.00, 0.00, -0.02, 0.00, 0.00, 0.00, 0.00, 0.00, 0.00, 0.00, 0.00, 0.00, 0.00, 0.00, 0.01, 0.01, 0.00, 0.00, 0.00, 0.00, 0.00, 0.00, 0.00, 0.00, 0.00, 0.00, 0.00, 0.00, 0.00, 0.00, 0.00, 0.00, 0.00, 0.00, 0.00, 0.00, 0.00, 0.00, 0.00, 0.00, 0.00, 0.00, 0.00, 0.00, 0.00, 0.00, 0.00, 0.00, 0.00, 0.00, 0.00, 0.00, 0.00, 0.00, 0.00, 0.00, 0.00, 0.00, 0.00, 0.00, 0.00]}